111
Properties=species:S:1:pos:R:3 method="wB97M-V/def2-TZVPD" energy_ha=-2818.4160 e_above_lowest_kj_mol=36.0 total_charge=-2 orbital_gap_ha=0.248
Cs 17.519 10.451 14.595
O 19.620 9.836 22.415
C 20.121 9.048 21.550
O 20.847 8.048 21.729
C 19.748 9.320 20.107
C 20.627 8.979 19.119
C 20.268 9.231 17.813
N 19.114 9.794 17.451
C 18.249 10.169 18.421
C 18.562 9.887 19.761
C 17.065 11.012 18.106
O 17.156 11.929 17.255
O 16.023 10.872 18.797
H 21.611 8.561 19.352
H 21.049 9.132 17.025
H 17.822 10.075 20.523
C 18.184 9.509 7.962
C 17.113 9.930 9.020
O 16.505 8.778 9.582
C 17.381 8.028 10.339
C 16.737 6.821 11.048
H 18.195 10.288 7.171
H 17.928 8.463 7.697
H 19.193 9.497 8.389
H 16.279 10.407 8.518
H 17.503 10.645 9.756
H 17.884 8.646 11.079
H 18.183 7.645 9.726
H 16.066 6.988 11.907
H 17.559 6.174 11.484
H 16.173 6.309 10.264
C 14.149 13.807 10.593
C 15.667 13.720 10.358
N 16.193 12.642 10.956
O 16.298 14.465 9.608
H 13.829 13.664 11.640
H 13.836 12.938 10.074
H 13.729 14.697 10.155
H 15.505 12.003 11.299
H 17.153 12.504 11.202
O 15.403 8.230 14.839
C 15.050 7.783 15.932
C 14.049 6.599 15.956
C 12.624 7.158 16.208
C 12.539 8.211 17.310
C 13.407 8.039 18.608
C 14.911 7.778 18.375
N 15.441 8.238 17.091
H 14.285 5.820 16.657
H 14.081 6.149 14.976
H 12.030 6.241 16.423
H 12.281 7.583 15.281
H 11.419 8.320 17.555
H 12.889 9.191 16.976
H 13.000 7.201 19.148
H 13.199 8.899 19.264
H 15.163 6.723 18.460
H 15.554 8.206 19.147
H 15.984 9.100 17.111
C 20.588 13.037 14.824
C 21.253 12.954 13.389
C 21.141 14.365 12.804
C 22.704 12.450 13.482
Si 20.156 11.786 12.332
O 18.600 12.042 12.497
C 20.542 9.867 12.572
C 20.772 8.938 11.528
C 20.919 7.598 11.884
C 20.957 7.114 13.178
C 20.888 8.072 14.168
C 20.622 9.422 13.889
C 20.745 11.988 10.494
C 22.004 11.756 10.000
C 22.401 12.105 8.717
C 21.424 12.637 7.885
C 20.144 12.881 8.298
C 19.803 12.616 9.655
H 21.074 13.798 15.345
H 20.617 12.174 15.512
H 19.589 13.341 14.730
H 22.001 14.986 13.139
H 20.195 14.877 13.075
H 21.193 14.338 11.718
H 23.295 13.009 14.195
H 23.260 12.488 12.452
H 22.730 11.387 13.768
H 20.925 9.270 10.513
H 21.013 6.887 11.091
H 21.164 6.033 13.330
H 21.035 7.697 15.201
H 20.486 10.173 14.715
H 22.766 11.316 10.610
H 23.412 11.934 8.409
H 21.622 12.892 6.878
H 19.449 13.195 7.490
H 18.799 12.920 9.982
N 15.126 12.612 15.999
C 15.066 13.182 14.787
N 13.916 13.218 14.207
C 13.058 12.683 15.137
C 11.703 12.400 15.107
C 11.155 11.811 16.233
C 11.908 11.466 17.342
C 13.284 11.671 17.365
C 13.832 12.289 16.251
H 15.957 12.328 16.690
H 15.946 13.667 14.333
H 11.219 12.570 14.165
H 10.101 11.561 16.213
H 11.319 10.996 18.145
H 13.871 11.467 18.218

117
Properties=species:S:1:pos:R:3 method="wB97M-V/def2-TZVPD" energy_ha=-6015.7256 total_charge=-1 orbital_gap_ha=0.286
Ca 0.095 1.654 -1.298
N -0.612 4.939 -0.832
C -1.965 4.357 -0.686
C -3.004 5.379 -0.313
P -1.818 2.919 0.474
O -2.030 3.672 1.920
O -2.849 1.884 0.321
O -0.348 2.631 0.379
P -2.256 3.551 -2.329
O -2.041 4.958 -3.210
O -3.639 3.092 -2.542
O -1.058 2.712 -2.617
H -0.397 5.659 -0.138
H -0.505 5.291 -1.792
H 0.043 4.119 -0.696
H -2.848 5.757 0.700
H -3.972 4.882 -0.358
H -3.014 6.209 -1.021
H -2.741 3.201 2.350
H -2.735 4.939 -3.863
C 1.094 -0.185 2.958
C -0.079 0.611 2.389
P -1.783 -0.040 2.758
C -1.357 -0.719 4.425
C -1.006 -2.036 4.692
C -0.530 -2.390 5.943
C -0.419 -1.441 6.946
C -0.804 -0.134 6.698
C -1.275 0.219 5.450
C -1.774 -1.605 1.799
C -2.935 -2.373 1.869
C -3.040 -3.571 1.187
C -1.978 -4.019 0.418
C -0.830 -3.252 0.323
C -0.725 -2.047 0.999
P 2.537 -0.208 1.752
C 2.704 -2.041 1.597
C 2.498 -2.917 2.659
C 2.575 -4.283 2.460
C 2.869 -4.790 1.205
C 3.135 -3.925 0.158
C 3.067 -2.558 0.361
C 3.967 -0.028 2.890
C 5.115 -0.773 2.631
C 6.258 -0.599 3.386
C 6.282 0.341 4.402
C 5.151 1.098 4.660
C 4.009 0.929 3.898
H 0.795 -1.220 3.128
H 1.403 0.229 3.918
H -0.041 0.650 1.296
H -0.051 1.647 2.740
H -1.092 -2.783 3.913
H -0.218 -3.409 6.121
H -0.042 -1.726 7.918
H -0.711 0.611 7.475
H -1.572 1.239 5.245
H -3.762 -2.007 2.465
H -3.947 -4.157 1.249
H -2.048 -4.954 -0.120
H -0.002 -3.605 -0.273
H 0.180 -1.467 0.884
H 2.297 -2.532 3.650
H 2.407 -4.952 3.293
H 2.902 -5.857 1.046
H 3.392 -4.314 -0.816
H 3.300 -1.875 -0.443
H 5.107 -1.498 1.831
H 7.136 -1.194 3.177
H 7.177 0.483 4.991
H 5.168 1.832 5.455
H 3.144 1.550 4.089
F 4.000 2.491 -0.681
C 3.871 3.335 -1.699
F 4.940 3.169 -2.493
F 3.977 4.574 -1.194
C 2.476 3.138 -2.386
O 1.543 3.069 -1.473
C 2.595 1.878 -3.302
F 3.249 0.882 -2.708
F 3.264 2.135 -4.439
F 1.400 1.405 -3.673
C 2.218 4.365 -3.320
F 1.324 4.101 -4.272
F 3.309 4.852 -3.928
F 1.703 5.378 -2.598
O -1.386 0.234 -1.483
S -1.415 -1.028 -2.241
C -3.060 -1.700 -1.920
C -3.373 -2.959 -2.405
C -4.637 -3.470 -2.167
C -5.560 -2.731 -1.442
C -5.224 -1.480 -0.952
C -3.965 -0.953 -1.190
C -1.849 -0.588 -3.949
C -1.396 -1.356 -5.011
C -1.764 -1.007 -6.300
C -2.566 0.102 -6.521
C -3.010 0.861 -5.449
C -2.657 0.515 -4.156
H -2.628 -3.530 -2.940
H -4.906 -4.446 -2.543
H -6.547 -3.136 -1.259
H -5.950 -0.911 -0.390
H -3.672 0.017 -0.816
H -0.775 -2.220 -4.833
H -1.420 -1.596 -7.138
H -2.851 0.366 -7.531
H -3.639 1.726 -5.610
H -3.000 1.100 -3.317
N 1.278 -0.178 -1.157
C 1.393 -1.140 -1.806
C 1.598 -2.282 -2.532
C 2.858 -2.597 -3.045
N 3.875 -2.907 -3.491
C 0.598 -3.214 -2.783
N -0.176 -4.031 -3.044

17
Properties=species:S:1:pos:R:3 method="wB97M-V/def2-TZVPD" energy_ha=-343.0518 e_above_lowest_kj_mol=392.9 orbital_gap_ha=0.291
C 0.306 0.329 -0.545
C 0.879 0.658 0.705
C -0.716 1.265 -1.169
C -0.464 -1.252 2.014
N 1.136 -0.442 -1.436
N -1.015 -1.483 0.886
O -0.386 -1.601 3.161
H 1.923 0.086 -1.799
H 0.619 -0.823 -2.218
H -1.620 -2.260 0.685
H -0.547 -0.739 0.026
H -1.353 1.723 -0.410
H 1.918 0.395 0.875
H 0.577 1.582 1.188
H 0.341 -0.230 1.634
H -0.231 2.068 -1.736
H -1.366 0.723 -1.861

20
Properties=species:S:1:pos:R:3 method="wB97M-V/def2-TZVPD" energy_ha=-945.7070 e_above_lowest_kj_mol=62.9 total_charge=+1 orbital_gap_ha=0.414
O 3.619 -0.780 3.721
C 3.858 -1.922 3.659
Hg 0.220 -0.766 0.299
C -1.767 -1.304 -2.231
O -2.521 -1.012 -3.035
C -0.918 -4.692 -2.417
O -0.500 -5.784 -2.318
C -2.449 -1.481 1.540
O -3.000 -1.192 2.480
C 1.671 -0.755 -2.398
O 2.612 -0.197 -2.788
H 0.862 -1.898 1.328
N 0.621 2.763 1.250
C -0.206 2.392 0.238
N -1.099 3.018 -0.510
O -0.136 1.170 -0.257
H 0.526 3.755 1.389
H 1.310 2.241 1.789
H -1.554 2.465 -1.285
H -1.148 3.978 -0.454

25
Properties=species:S:1:pos:R:3 method="wB97M-V/def2-TZVPD" energy_ha=-1670.1874 e_above_lowest_kj_mol=23.5 total_charge=+1 orbital_gap_ha="0.226 / 0.225"
C 0.458 1.069 -2.431
C 0.156 0.402 -3.596
C -0.196 -0.955 -3.743
C -0.310 -1.870 -2.675
C -0.078 -1.632 -1.325
Ti -0.342 0.211 -0.774
P 0.142 2.841 -0.115
H 0.815 2.100 -2.532
H 0.220 0.974 -4.532
H -0.326 -1.334 -4.767
H -0.046 -2.493 -0.657
H -0.557 -2.898 -2.966
H -0.925 3.437 0.637
H 0.311 3.927 -1.034
H 1.269 3.160 0.721
N 0.597 -0.204 3.675
C -0.657 -0.856 3.240
C -0.428 -1.250 1.803
O -0.663 -2.376 1.399
O 0.117 -0.268 1.116
H 1.394 -0.815 3.475
H 0.617 -0.040 4.686
H 0.740 0.717 3.223
H -0.843 -1.714 3.865
H -1.464 -0.135 3.308

27
Properties=species:S:1:pos:R:3 method="wB97M-V/def2-TZVPD" energy_ha=-1087.7849 e_above_lowest_kj_mol=187.0 smiles="CCCCNP(N)S.C=C" orbital_gap_ha=0.322
C -3.541 0.929 0.300
C -2.710 -0.340 0.641
C -1.313 -0.272 -0.115
C -0.567 -1.669 -0.023
N 0.563 -1.815 -0.894
P 1.696 -0.527 -0.859
N 2.674 -1.227 -2.024
S 2.776 -1.302 0.771
H -4.344 1.011 1.128
H -2.737 1.671 0.089
H -3.962 0.588 -0.654
H -2.401 -0.463 1.679
H -3.161 -1.236 0.191
H -1.396 0.102 -1.149
H -0.709 0.405 0.397
H -1.211 -2.532 -0.287
H -0.085 -1.584 0.989
H 0.424 -2.180 -1.769
H 3.527 -1.589 -1.652
H 2.732 -0.790 -2.942
H 1.772 -1.004 1.565
C 2.040 2.172 1.388
C 2.022 2.462 0.127
H 1.336 2.684 2.125
H 2.651 1.368 1.790
H 2.699 1.969 -0.513
H 1.227 3.168 -0.297